[1]
Below is one molecule with the formula C5H6O2, with properties calculated with ωB97M-V/def2-TZVPD.

Each line ends with the natural charge from an NBO analysis.
Element x y z (Å)
O (1.156, 2.047, 0.764)  -0.52
C (0.702, 1.029, 0.300)  0.57
C (1.509, -0.206, -0.109)  -0.19
O (0.650, -1.029, -0.862)  -0.50
C (-0.665, -0.560, -0.774)  0.10
C (-1.275, -0.522, 0.574)  -0.43
C (-0.721, 0.753, -0.048)  -0.37
H (1.908, -0.749, 0.758)  0.20
H (2.397, 0.031, -0.704)  0.22
H (-1.218, -0.787, -1.666)  0.21
H (-0.709, -0.987, 1.362)  0.22
H (-2.346, -0.587, 0.714)  0.23
H (-1.388, 1.568, -0.307)  0.25

E_HOMO: -0.3482 hartree
ΔE to the lowest compared entry with this formula, charge and spin: 1.417 eV
Net charge: 0

[2]
Below is a 2-piece molecular cluster, C4H11O overall in a non-equilibrium geometry, with properties calculated with ωB97M-V/def2-TZVPD.

Each line ends with the natural charge from an NBO analysis.
Element x y z (Å)
C (-2.925, -0.744, 0.336)  -0.19
O (-2.344, -1.959, 0.499)  -0.98
H (-3.334, -0.229, 1.255)  0.06
H (-3.924, -0.789, -0.235)  0.07
H (-2.234, 0.082, -0.049)  0.06
C (1.043, -0.789, 0.351)  -0.61
C (1.980, 0.237, -0.280)  -0.39
C (1.174, 1.579, -0.569)  -0.61
H (0.168, -1.033, -0.269)  0.26
H (1.671, -1.762, 0.463)  0.18
H (0.731, -0.528, 1.406)  0.21
H (2.815, 0.460, 0.400)  0.18
H (2.346, -0.189, -1.260)  0.18
H (1.793, 2.365, -1.011)  0.18
H (0.644, 1.918, 0.293)  0.20
H (0.395, 1.382, -1.329)  0.21

E_HOMO: -0.0673 hartree
ΔE to the lowest compared entry with this formula, charge and spin: 0.625 eV
Net charge: -1

[3]
Below is C27H55Cl2CuO13S6 as an isolated structure in a non-equilibrium geometry, with properties calculated with ωB97M-V/def2-TZVPD.

Each line ends with the Löwdin charge.
Element x y z (Å)
Cu (-0.025, 0.418, -0.029)  0.38
C (0.375, 3.941, -0.688)  -0.36
O (0.001, 2.849, 0.050)  -0.36
H (-0.385, 4.175, -1.433)  0.03
H (0.636, 4.904, -0.249)  0.05
H (1.235, 3.647, -1.291)  0.03
C (2.298, -3.862, 2.706)  -0.23
C (2.770, -4.372, 1.376)  -0.26
C (2.182, -3.606, 0.232)  -0.22
S (0.444, -3.277, 0.763)  0.80
O (-0.514, -4.299, 0.318)  -0.32
O (0.227, -1.824, 0.499)  -0.37
C (0.851, -3.477, 2.641)  -0.17
H (2.932, -2.999, 2.911)  0.10
H (2.451, -4.620, 3.474)  0.12
H (2.562, -5.425, 1.183)  0.12
H (3.848, -4.456, 1.234)  0.12
H (2.047, -3.970, -0.787)  0.05
H (2.768, -2.688, 0.209)  0.10
H (0.228, -4.301, 2.988)  0.09
H (0.605, -2.670, 3.330)  0.10
C (3.561, 3.205, -3.853)  -0.23
C (2.616, 3.630, -4.987)  -0.22
C (1.254, 3.139, -4.557)  -0.23
S (1.573, 1.448, -3.998)  0.73
O (1.588, 0.634, -5.230)  -0.35
O (0.781, 1.107, -2.803)  -0.34
C (3.341, 1.731, -3.571)  -0.21
H (3.320, 3.734, -2.931)  0.11
H (4.623, 3.367, -4.034)  0.12
H (3.015, 3.173, -5.893)  0.12
H (2.656, 4.695, -5.218)  0.12
H (0.466, 3.167, -5.309)  0.11
H (0.899, 3.810, -3.776)  0.10
H (4.052, 1.059, -4.050)  0.11
H (3.485, 1.512, -2.513)  0.08
C (-3.168, 3.274, -2.066)  -0.18
C (-2.351, 2.661, -3.276)  -0.20
C (-2.919, 1.249, -3.512)  -0.20
S (-3.203, 0.516, -1.803)  0.73
O (-1.994, -0.122, -1.298)  -0.36
O (-4.492, -0.175, -1.749)  -0.35
C (-3.307, 2.202, -1.003)  -0.20
H (-4.135, 3.626, -2.425)  0.11
H (-2.548, 4.117, -1.760)  0.10
H (-1.295, 2.506, -3.055)  0.07
H (-2.399, 3.282, -4.170)  0.11
H (-2.247, 0.657, -4.133)  0.08
H (-3.898, 1.309, -3.987)  0.10
H (-2.596, 2.320, -0.185)  0.06
H (-4.242, 2.151, -0.446)  0.10
C (-2.244, 1.517, 5.269)  -0.20
C (-0.762, 1.681, 4.876)  -0.23
C (-0.805, 2.298, 3.479)  -0.20
S (-2.301, 1.541, 2.661)  0.76
O (-1.855, 0.607, 1.665)  -0.34
O (-3.342, 2.607, 2.422)  -0.35
C (-2.844, 0.602, 4.151)  -0.18
H (-2.702, 2.500, 5.386)  0.12
H (-2.208, 1.021, 6.239)  0.11
H (-0.153, 0.786, 4.749)  0.11
H (-0.240, 2.234, 5.657)  0.11
H (0.064, 2.200, 2.828)  0.07
H (-0.822, 3.387, 3.459)  0.11
H (-2.275, -0.323, 4.060)  0.08
H (-3.930, 0.526, 4.093)  0.11
C (5.533, 0.852, 2.494)  -0.20
C (4.604, 2.148, 2.675)  -0.20
C (3.632, 2.139, 1.544)  -0.22
S (3.206, 0.388, 1.248)  0.69
O (2.979, 0.242, -0.159)  -0.32
O (2.270, -0.147, 2.266)  -0.32
C (4.850, -0.222, 1.683)  -0.22
H (5.714, 0.541, 3.522)  0.10
H (6.556, 0.984, 2.141)  0.11
H (5.118, 3.102, 2.791)  0.11
H (4.244, 1.968, 3.687)  0.11
H (4.034, 2.678, 0.686)  0.12
H (2.687, 2.587, 1.853)  0.10
H (5.378, -0.318, 0.734)  0.11
H (4.540, -1.092, 2.262)  0.09
C (-4.250, -4.315, 0.314)  -0.19
C (-3.558, -3.067, -0.232)  -0.24
C (-3.262, -2.056, 0.825)  -0.21
S (-3.309, -2.919, 2.476)  0.74
O (-4.504, -2.480, 3.173)  -0.34
O (-2.009, -2.868, 3.228)  -0.37
C (-3.573, -4.521, 1.666)  -0.24
H (-4.097, -5.161, -0.356)  0.12
H (-5.303, -4.107, 0.499)  0.12
H (-3.982, -2.586, -1.114)  0.08
H (-2.631, -3.503, -0.604)  0.09
H (-3.850, -1.143, 0.919)  0.10
H (-2.182, -1.910, 0.798)  0.05
H (-4.117, -5.135, 2.383)  0.10
H (-2.612, -4.973, 1.420)  0.08
Cl (1.469, -2.900, -3.126)  0.56
C (-0.234, -2.251, -3.005)  -0.58
C (-1.191, -3.126, -3.856)  -0.64
Cl (-2.788, -2.420, -3.760)  0.65
H (-0.160, -1.271, -3.476)  0.04
H (-0.468, -2.197, -1.942)  0.03
H (-1.322, -4.173, -3.582)  0.07
H (-0.964, -3.027, -4.917)  0.06

E_HOMO: -0.2442 hartree
Net charge: 0

[4]
Below is one molecule with the formula C3H3N3O in a non-equilibrium geometry, with properties calculated with ωB97M-V/def2-TZVPD.

Each line ends with the natural charge from an NBO analysis.
Element x y z (Å)
C (0.965, -0.111, -0.015)  0.69
C (-0.963, 1.054, 0.023)  0.29
C (-0.932, -1.147, -0.004)  0.30
H (2.689, 0.681, -0.035)  0.50
H (-1.514, 2.007, -0.049)  0.19
H (-1.538, -2.126, -0.080)  0.18
N (0.367, 1.103, -0.029)  -0.54
N (-1.726, -0.077, 0.110)  -0.49
N (0.371, -1.242, -0.010)  -0.50
O (2.281, -0.144, 0.090)  -0.63

E_HOMO: -0.3876 hartree
ΔE to the lowest compared entry with this formula, charge and spin: 0.118 eV
Net charge: 0

[5]
Below is one molecule with the formula C17H20N2O5 in a non-equilibrium geometry, with properties calculated with ωB97M-V/def2-TZVPD.

Each line ends with the natural charge from an NBO analysis.
Element x y z (Å)
C (-1.186, -3.286, 2.883)  -0.62
H (-0.182, -3.615, 2.630)  0.22
H (-1.126, -2.313, 3.362)  0.21
H (-1.628, -3.990, 3.584)  0.20
C (-2.021, -3.175, 1.609)  -0.22
N (-2.069, -4.414, 0.862)  -0.43
C (-1.355, -4.690, -0.245)  0.66
O (-1.481, -5.736, -0.857)  -0.64
C (-0.392, -3.617, -0.756)  -0.16
O (0.546, -3.279, 0.247)  -0.52
C (1.434, -2.263, -0.121)  -0.09
C (0.840, -0.888, -0.176)  0.14
N (-0.438, -0.643, -0.039)  -0.16
O (-0.612, 0.696, -0.135)  -0.27
C (0.578, 1.291, -0.339)  0.33
C (1.549, 0.320, -0.375)  -0.36
H (2.603, 0.431, -0.518)  0.23
C (0.633, 2.733, -0.472)  -0.12
C (-0.544, 3.476, -0.408)  -0.17
C (-0.543, 4.860, -0.529)  -0.26
C (0.675, 5.472, -0.715)  0.24
C (1.861, 4.732, -0.780)  0.30
C (1.872, 3.368, -0.662)  -0.25
H (2.792, 2.814, -0.714)  0.23
O (2.914, 5.584, -0.968)  -0.49
C (2.360, 6.882, -1.019)  0.23
O (0.959, 6.798, -0.861)  -0.47
H (2.786, 7.498, -0.211)  0.16
H (2.594, 7.346, -1.991)  0.16
H (-1.453, 5.433, -0.481)  0.23
H (-1.478, 2.957, -0.261)  0.23
H (2.224, -2.269, 0.639)  0.21
H (1.898, -2.479, -1.098)  0.19
H (-0.963, -2.734, -1.074)  0.20
H (0.124, -4.038, -1.631)  0.20
C (-2.947, -5.466, 1.353)  -0.21
C (-2.183, -6.599, 2.031)  -0.62
H (-2.881, -7.355, 2.382)  0.21
H (-1.606, -6.233, 2.876)  0.20
H (-1.505, -7.055, 1.315)  0.23
H (-3.489, -5.876, 0.495)  0.22
H (-3.661, -5.017, 2.045)  0.19
H (-1.606, -2.385, 0.984)  0.24
H (-3.050, -2.900, 1.867)  0.19

E_HOMO: -0.3054 hartree
ΔE to the lowest compared entry with this formula, charge and spin: 4.442 eV
Net charge: 0

[6]
Below is C29H44IN3OS2SiV as an isolated structure, with properties calculated with ωB97M-V/def2-TZVPD.

Each line ends with the Löwdin charge.
Element x y z (Å)
V (-0.433, 0.086, -0.322)  0.80
C (2.536, -4.471, -4.295)  -0.16
Si (2.063, -4.328, -2.503)  0.53
C (3.420, -3.535, -1.501)  -0.21
C (1.550, -5.946, -1.737)  -0.16
C (0.452, -3.273, -2.464)  -0.19
C (-0.664, -3.802, -3.120)  -0.03
C (-1.904, -3.177, -3.094)  -0.02
C (-2.033, -2.013, -2.371)  -0.11
N (-0.988, -1.457, -1.747)  -0.07
C (0.214, -2.064, -1.823)  -0.62
S (1.372, -1.004, -1.016)  0.85
H (3.411, -5.114, -4.405)  0.05
H (2.787, -3.494, -4.713)  0.04
H (1.738, -4.902, -4.902)  0.04
H (4.293, -4.192, -1.505)  0.05
H (3.121, -3.393, -0.460)  0.02
H (3.729, -2.574, -1.915)  0.02
H (2.367, -6.668, -1.791)  0.05
H (0.691, -6.390, -2.244)  0.04
H (1.292, -5.817, -0.684)  0.04
H (-0.561, -4.729, -3.673)  0.12
H (-2.755, -3.588, -3.617)  0.12
H (-2.990, -1.518, -2.297)  0.08
C (-5.871, 0.520, -1.821)  -0.10
C (-4.443, 0.982, -1.542)  -0.36
S (-3.728, -0.015, -0.229)  1.07
O (-2.255, 0.487, -0.154)  -0.60
C (-4.463, 0.704, 1.251)  -0.34
C (-4.255, 2.200, 1.416)  -0.10
H (-6.178, 0.865, -2.806)  0.10
H (-6.573, 0.925, -1.093)  0.08
H (-5.957, -0.568, -1.809)  0.08
H (-4.381, 2.027, -1.246)  0.09
H (-3.779, 0.827, -2.394)  0.10
H (-3.994, 0.136, 2.057)  0.10
H (-5.516, 0.416, 1.204)  0.11
H (-3.215, 2.474, 1.244)  0.06
H (-4.505, 2.469, 2.441)  0.09
H (-4.901, 2.783, 0.762)  0.08
C (-1.758, 3.295, 4.206)  -0.02
C (-1.168, 2.231, 3.327)  -0.22
C (-1.196, 0.877, 3.739)  0.03
C (-0.568, -0.109, 3.023)  -0.23
C (-0.489, -1.526, 3.508)  -0.01
C (0.110, 0.256, 1.830)  -0.12
C (0.035, 1.593, 1.346)  -0.29
C (-0.597, 2.580, 2.120)  0.02
N (0.404, 1.644, 0.018)  -0.04
C (0.845, 2.777, -0.837)  -0.57
C (2.210, 2.393, -1.417)  -0.03
C (-0.185, 2.910, -1.961)  -0.02
C (0.991, 4.089, -0.071)  -0.02
H (-2.299, 2.869, 5.049)  0.09
H (-2.432, 3.946, 3.648)  0.09
H (-0.960, 3.925, 4.602)  0.10
H (-1.671, 0.631, 4.682)  0.13
H (-0.952, -1.640, 4.486)  0.09
H (0.552, -1.844, 3.580)  0.10
H (-0.986, -2.204, 2.811)  0.09
H (1.020, -0.293, 1.566)  0.07
H (-0.643, 3.607, 1.794)  0.11
H (2.157, 1.466, -1.985)  0.05
H (2.947, 2.273, -0.621)  0.09
H (2.545, 3.185, -2.084)  0.10
H (-0.275, 1.973, -2.522)  0.08
H (0.133, 3.680, -2.662)  0.11
H (-1.163, 3.188, -1.562)  0.09
H (1.551, 3.952, 0.855)  0.10
H (0.029, 4.551, 0.150)  0.08
H (1.548, 4.786, -0.694)  0.10
I (4.838, 3.510, 3.765)  0.92
C (4.659, 1.799, 2.593)  -0.72
C (5.776, 1.140, 2.102)  -0.11
C (5.583, 0.013, 1.319)  -0.04
C (4.288, -0.403, 1.052)  -0.14
N (3.212, 0.229, 1.524)  0.04
C (3.402, 1.303, 2.286)  -0.23
H (6.772, 1.495, 2.328)  0.11
H (6.426, -0.533, 0.920)  0.12
H (4.104, -1.273, 0.434)  0.08
H (2.512, 1.790, 2.674)  0.09

Spin multiplicity: 2
E_HOMO (alpha / beta): -0.4795 / -0.4795 hartree
<S²>: 0.873
ΔE to the lowest compared entry with this formula, charge and spin: 0.896 eV
Net charge: +2

Number 1: E_tot -344.54985 a.u.. Number 2: E_tot -234.18827 a.u.. Number 3: E_tot -6989.67753 a.u.. Number 4: E_tot -355.63555 a.u.. Number 5: E_tot -1145.44982 a.u.. Number 6: E_tot -3698.05516 a.u..